No. 1
{"formula": "C20H34IN2O4S5SiV", "method": "ωB97M-V/def2-TZVPD", "relative_energy_ev": 0.514, "largest_force_ev_per_a": 0.5, "homo_energy_ha": [-0.2635, -0.2674], "spin_multiplicity": 3, "symbols": ["I", "V", "S", "S", "S", "S", "S", "Si", "O", "O", "O", "O", "N", "N", "C", "C", "C", "C", "C", "C", "C", "C", "C", "C", "C", "C", "C", "C", "C", "C", "C", "C", "C", "C", "H", "H", "H", "H", "H", "H", "H", "H", "H", "H", "H", "H", "H", "H", "H", "H", "H", "H", "H", "H", "H", "H", "H", "H", "H", "H", "H", "H", "H", "H", "H", "H", "H", "H"], "coordinates": [[-5.25, 0.95, 3.36], [0.29, 2.03, 1.07], [2.74, 2.02, 0.99], [3.23, 2.92, 2.79], [1.60, 4.10, 3.15], [0.07, 2.69, 3.27], [0.93, 6.03, -1.03], [0.60, -1.06, -0.20], [0.82, -2.21, 0.93], [1.97, -0.88, -1.06], [0.07, 0.34, 0.41], [-0.54, -1.64, -1.24], [0.12, 3.87, 0.00], [-1.93, 1.94, 0.85], [1.69, -2.31, 2.07], [-0.87, 4.79, 0.22], [-3.73, 1.52, -0.65], [-1.73, -2.37, -0.97], [-2.41, 1.84, -0.39], [2.20, -0.25, -2.32], [3.14, -2.36, 1.59], [-0.61, 6.03, -0.27], [1.48, -1.13, 3.01], [1.14, 4.40, -0.64], [1.91, -1.26, -3.42], [1.32, 0.99, -2.49], [-2.74, 1.69, 1.87], [-1.38, -3.85, -0.93], [-4.07, 1.34, 1.70], [3.67, 0.15, -2.33], [-4.58, 1.26, 0.41], [-2.68, -2.07, -2.12], [-2.37, -1.94, 0.35], [1.30, -3.61, 2.76], [2.14, -0.84, -4.40], [0.86, -1.56, -3.39], [3.27, -3.18, 0.89], [1.77, -0.19, 2.54], [-1.71, 2.03, -1.20], [-0.92, -4.15, -1.88], [-2.31, 1.77, 2.87], [-1.75, 4.48, 0.76], [-0.67, -4.04, -0.12], [-4.08, 1.46, -1.68], [3.88, 0.85, -1.52], [-2.91, -1.00, -2.15], [3.94, 0.62, -3.28], [0.43, -1.06, 3.31], [3.81, -2.51, 2.44], [1.54, 1.71, -1.70], [0.26, 0.72, -2.45], [-3.33, -2.44, 0.50], [2.05, 3.86, -0.85], [-1.23, 6.91, -0.20], [1.52, 1.46, -3.45], [0.26, -3.57, 3.08], [2.08, -1.25, 3.91], [-1.72, -2.18, 1.19], [-2.55, -0.86, 0.35], [2.53, -2.15, -3.28], [-3.61, -2.63, -2.03], [3.41, -1.43, 1.10], [4.30, -0.73, -2.19], [-2.27, -4.47, -0.78], [-5.61, 1.00, 0.25], [1.42, -4.45, 2.07], [1.93, -3.79, 3.63], [-2.21, -2.34, -3.07]]}

No. 2
{"formula": "C20H34N4O2", "method": "ωB97M-V/def2-TZVPD", "relative_energy_ev": 21.381, "largest_force_ev_per_a": 17.5, "homo_energy_ha": -0.3228, "symbols": ["O", "O", "N", "N", "N", "N", "C", "C", "C", "C", "C", "C", "C", "C", "C", "C", "C", "C", "C", "C", "C", "C", "C", "C", "C", "C", "H", "H", "H", "H", "H", "H", "H", "H", "H", "H", "H", "H", "H", "H", "H", "H", "H", "H", "H", "H", "H", "H", "H", "H", "H", "H", "H", "H", "H", "H", "H", "H", "H", "H"], "coordinates": [[1.73, -4.24, 1.32], [-1.80, -1.73, -1.14], [2.20, -0.45, -1.54], [-2.83, -3.57, -0.25], [1.19, -2.50, 0.10], [-3.52, -2.34, 0.15], [-1.77, 2.17, 1.11], [-1.67, 4.55, 2.97], [-0.57, 2.55, 2.08], [-1.68, 0.56, 1.09], [4.11, -1.29, -2.53], [-0.37, 4.12, 2.22], [-0.74, -4.01, -1.48], [2.84, -0.92, -0.38], [3.76, -2.04, -1.02], [-2.65, -1.39, -0.11], [1.16, -3.63, 0.38], [-3.16, 4.06, 2.25], [-0.03, -4.57, -0.54], [1.99, -1.48, 0.52], [-2.93, 0.22, 0.07], [1.66, 1.07, -1.60], [0.33, 1.10, -2.22], [-3.10, 2.70, 1.81], [2.98, -0.78, -2.70], [-1.76, -3.05, -1.06], [0.34, 2.39, 1.56], [-2.89, 4.72, 1.39], [-3.85, 2.30, 1.63], [4.86, -0.52, -2.45], [-0.49, 2.16, 3.07], [-0.13, -3.50, -2.29], [2.67, -1.99, 1.48], [-1.89, 0.16, 2.05], [-0.92, 0.29, 0.59], [-2.95, 0.69, -0.88], [4.90, -1.83, -0.54], [-3.12, 2.09, 2.94], [0.55, 4.35, 2.84], [2.92, 0.07, -3.42], [-0.58, -5.16, 0.12], [-3.72, 0.41, 0.45], [1.21, 1.04, -0.36], [-1.65, 2.82, 0.33], [3.36, -2.97, -1.24], [-0.42, 0.40, -2.06], [-0.43, 4.47, 1.20], [-1.70, 4.02, 3.96], [1.48, -0.63, 1.32], [0.41, 1.05, -3.32], [-1.63, 5.41, 3.29], [0.71, -5.33, -1.05], [-3.90, 4.28, 2.77], [-1.41, -4.71, -2.21], [-0.17, 2.20, -2.11], [2.35, 1.71, -1.41], [4.54, -1.97, -3.12], [2.25, -1.46, -3.44], [0.51, -1.91, -0.84], [3.42, -0.11, 0.24]]}

No. 3
{"formula": "C20H34N4O3", "method": "ωB97M-V/def2-TZVPD", "relative_energy_ev": 0.298, "largest_force_ev_per_a": 0.0, "smiles": "CCN(C[C@@H](C)NC(=O)c1ccn(C)c1)C(=O)COC[C@@H](C)N1CCCC1", "homo_energy_ha": -0.3117, "symbols": ["O", "O", "O", "N", "N", "N", "N", "C", "C", "C", "C", "C", "C", "C", "C", "C", "C", "C", "C", "C", "C", "C", "C", "C", "C", "C", "C", "H", "H", "H", "H", "H", "H", "H", "H", "H", "H", "H", "H", "H", "H", "H", "H", "H", "H", "H", "H", "H", "H", "H", "H", "H", "H", "H", "H", "H", "H", "H", "H", "H", "H"], "coordinates": [[1.61, 1.85, 0.34], [0.99, 0.56, -1.88], [-2.41, -1.99, -0.43], [2.39, 4.68, 2.53], [0.67, -1.42, -0.86], [-5.09, -5.42, -1.77], [-1.97, -2.62, -2.56], [-3.77, -3.69, -1.36], [1.15, 0.55, 0.52], [0.42, -2.02, -2.16], [-5.59, -4.78, -0.66], [3.41, 4.12, 3.42], [1.72, 2.54, 1.57], [3.21, 6.52, 3.76], [-5.69, -6.57, -2.42], [-0.80, -1.36, -4.27], [2.22, 3.95, 1.28], [-4.79, -3.71, -0.38], [-2.67, -2.69, -1.40], [0.94, -0.09, -0.85], [1.89, -3.00, 0.61], [3.64, 5.21, 4.47], [-3.98, -4.76, -2.20], [2.80, 6.07, 2.36], [-0.93, -1.61, -2.78], [0.59, -2.26, 0.33], [1.26, 4.66, 0.34], [0.74, 2.61, 2.07], [2.40, 2.01, 2.23], [4.67, 5.23, 4.80], [1.86, -0.04, 1.11], [0.29, -1.65, 1.18], [4.01, 7.25, 3.72], [-1.26, -0.69, -2.29], [-0.23, -2.96, 0.18], [3.02, 5.03, 5.34], [-6.17, -7.20, -1.67], [3.09, 3.18, 3.86], [4.34, 3.93, 2.85], [0.46, -3.10, -2.05], [2.17, -3.63, -0.23], [-4.91, -7.15, -2.91], [2.00, 6.67, 1.94], [1.05, 4.02, -0.52], [3.20, 3.85, 0.77], [0.32, 4.87, 0.86], [-6.48, -5.15, -0.17], [2.71, -2.30, 0.79], [-0.08, -0.56, -4.44], [-3.42, -5.13, -3.04], [1.22, -1.71, -2.84], [-1.75, -1.08, -4.71], [1.67, 5.60, -0.02], [3.66, 6.13, 1.67], [2.36, 6.97, 4.27], [0.19, 0.54, 1.05], [-2.35, -3.08, -3.37], [-4.90, -3.01, 0.43], [-0.43, -2.26, -4.79], [1.79, -3.64, 1.49], [-6.43, -6.26, -3.15]]}

No. 4
{"formula": "C20H35BrN8O2S4SeZr", "method": "ωB97M-V/def2-TZVPD", "relative_energy_ev": 0.000, "total_charge": 4, "largest_force_ev_per_a": 3.7, "homo_energy_ha": -0.6853, "symbols": ["Zr", "Br", "Se", "S", "S", "S", "S", "O", "O", "N", "N", "N", "N", "N", "N", "N", "N", "C", "C", "C", "C", "C", "C", "C", "C", "C", "C", "C", "C", "C", "C", "C", "C", "C", "C", "C", "C", "H", "H", "H", "H", "H", "H", "H", "H", "H", "H", "H", "H", "H", "H", "H", "H", "H", "H", "H", "H", "H", "H", "H", "H", "H", "H", "H", "H", "H", "H", "H", "H", "H", "H", "H"], "coordinates": [[0.39, 0.33, -0.54], [0.28, 2.88, -2.10], [-0.08, -0.79, 1.92], [0.90, -2.12, -1.89], [2.65, -1.11, 0.27], [2.54, 0.65, -2.37], [2.31, 1.88, 0.71], [-1.40, -0.43, -0.77], [-3.25, -0.13, -1.82], [-1.03, 0.58, -5.13], [0.34, 0.75, -4.98], [-3.12, 0.07, -4.38], [-1.28, 0.12, -2.86], [-2.55, -2.43, 2.24], [-2.05, -0.14, -1.85], [-0.92, 2.15, 0.23], [-1.56, -1.87, 4.09], [2.26, -2.87, 0.50], [2.98, -0.86, -3.30], [3.41, -0.52, 1.81], [1.15, -3.27, -0.48], [-1.37, 4.45, -0.33], [-2.92, -2.56, 0.84], [-3.24, 3.56, 2.85], [-1.71, 2.30, 1.31], [-2.36, 3.48, 1.64], [3.74, 2.18, -0.40], [-0.62, -1.31, 5.05], [-1.53, -1.72, 2.75], [2.56, -2.18, -2.68], [-0.80, 3.22, -0.56], [-1.84, 0.26, -4.12], [-3.24, -3.02, 3.27], [-2.16, 4.58, 0.80], [4.05, 1.11, -1.44], [-2.62, -2.68, 4.42], [2.95, 0.91, 2.13], [0.17, -3.27, 0.01], [-3.52, 4.59, 3.06], [-0.49, -0.25, 4.88], [0.56, 1.74, -5.07], [-1.00, -1.47, 6.05], [-3.54, -3.44, 0.73], [-3.48, -1.69, 0.50], [3.50, 3.13, -0.88], [-1.82, 1.42, 1.94], [4.49, 0.22, -1.01], [3.76, 1.49, 2.57], [-4.11, -3.64, 3.11], [1.32, -4.26, -0.90], [-2.62, 5.53, 1.03], [3.17, -3.43, 0.32], [-2.76, 3.14, 3.73], [0.79, 0.28, -5.76], [-4.16, 3.01, 2.67], [4.05, -0.85, -3.48], [3.27, -2.52, -1.93], [1.94, -3.03, 1.53], [-2.85, -2.94, 5.44], [-1.44, 0.68, -6.05], [-2.02, -2.69, 0.24], [3.13, -1.20, 2.62], [4.49, -0.57, 1.67], [0.35, -1.81, 4.96], [-3.48, 0.11, -5.33], [2.47, -0.71, -4.25], [2.50, -2.94, -3.47], [-1.21, 5.28, -1.01], [4.61, 2.34, 0.24], [4.75, 1.53, -2.17], [2.11, 0.91, 2.82], [-3.79, -0.13, -3.65]]}